1.
C20H30NaO15 | ωB97M-V/def2-TZVPD

Values from the calculation:
- Energy above the lowest of the compared OMol25 structures with the same formula, charge and spin: 0.0 kJ/mol
- LUMO: -1.67 eV
- Total charge: +1
- Frontier orbital gap: 11.1 eV
- E_HOMO: -12.81 eV

Last column: Löwdin charge in e.
CARTESIAN COORDINATES (ANGSTROEM)
Na 0.852 14.422 -11.163  0.537
C -2.640 11.218 -14.713  -0.022
C -2.655 12.703 -14.427  -0.304
C -2.510 13.096 -12.938  -0.070
O -1.408 14.004 -12.938  0.057
C -0.819 14.040 -14.141  -0.561
O 0.189 14.615 -14.385  0.179
O -1.485 13.271 -15.031  0.100
H -2.694 11.033 -15.785  0.091
H -3.505 10.704 -14.292  0.091
H -1.696 10.822 -14.334  0.095
H -3.598 13.108 -14.799  0.152
H -2.256 12.259 -12.292  0.130
H -3.422 13.604 -12.638  0.134
C 6.303 14.977 -7.506  -0.012
C 5.595 13.665 -7.853  -0.292
C 4.593 13.159 -6.793  -0.054
O 3.357 13.088 -7.527  0.077
C 3.540 13.450 -8.812  -0.545
O 2.667 13.405 -9.620  0.160
O 4.777 13.924 -9.012  0.085
H 5.643 15.821 -7.687  0.097
H 7.209 14.995 -8.111  0.086
H 6.596 15.011 -6.455  0.088
H 6.320 12.902 -8.140  0.147
H 4.538 13.883 -5.989  0.133
H 4.857 12.135 -6.549  0.135
C 3.739 16.366 -16.194  -0.013
C 4.060 15.677 -14.878  -0.338
C 5.249 16.255 -14.102  -0.055
O 4.680 16.463 -12.803  0.089
C 3.402 16.084 -12.760  -0.538
O 2.718 16.039 -11.785  0.149
O 2.967 15.725 -13.994  0.088
H 2.804 15.966 -16.579  0.091
H 4.540 16.159 -16.911  0.091
H 3.755 17.455 -16.117  0.090
H 4.293 14.635 -15.125  0.145
H 5.558 17.222 -14.489  0.135
H 6.020 15.491 -14.109  0.132
C -4.571 11.397 -9.353  -0.020
C -3.794 12.515 -8.680  -0.280
C -3.046 12.164 -7.396  -0.080
O -1.765 12.737 -7.574  0.102
C -1.589 13.071 -8.857  -0.549
O -0.531 13.420 -9.313  0.143
O -2.702 12.905 -9.557  0.083
H -3.906 10.542 -9.521  0.094
H -4.964 11.685 -10.324  0.084
H -5.343 11.009 -8.689  0.095
H -4.465 13.375 -8.622  0.156
H -3.030 11.082 -7.240  0.140
H -3.528 12.578 -6.511  0.141
C 6.476 11.687 -12.513  -0.013
C 5.170 11.203 -13.137  -0.258
C 4.274 10.235 -12.311  -0.069
O 3.028 10.905 -12.256  0.093
C 3.129 12.156 -12.700  -0.556
O 2.276 12.984 -12.587  0.149
O 4.342 12.394 -13.192  0.081
H 7.114 10.808 -12.354  0.092
H 6.260 12.117 -11.538  0.085
H 7.068 12.332 -13.155  0.086
H 5.319 10.836 -14.151  0.152
H 4.708 9.982 -11.342  0.134
H 4.128 9.279 -12.811  0.133


2.
C20H30O15 | ωB97M-V/def2-TZVPD

Values from the calculation:
- Structure (SMILES): C[C@H]1COC(=O)O1.C[C@H]1COC(=O)O1.C[C@H]1COC(=O)O1.C[C@H]1COC(=O)O1.C[C@H]1COC(=O)O1
- Energy above the lowest of the compared OMol25 structures with the same formula, charge and spin: 524.3 kJ/mol
- LUMO: 0.17 eV
- Frontier orbital gap: 10.8 eV
- E_HOMO: -10.64 eV

Last column: Löwdin charge in e.
CARTESIAN COORDINATES (ANGSTROEM)
C -12.856 10.048 22.521  -0.010
C -13.037 10.087 21.018  -0.342
C -14.466 9.684 20.529  -0.063
O -14.876 10.722 19.633  0.069
C -14.027 11.699 19.588  -0.541
O -14.159 12.652 18.865  0.151
O -12.924 11.344 20.393  0.055
H -12.666 9.046 22.903  0.089
H -13.720 10.526 22.981  0.092
H -11.912 10.588 22.603  0.089
H -12.392 9.443 20.420  0.148
H -15.365 9.629 21.142  0.140
H -14.209 8.835 19.896  0.124
C -7.050 -4.233 22.941  -0.027
C -7.464 -2.964 22.197  -0.245
C -8.534 -3.257 21.049  -0.060
O -9.439 -2.164 21.164  0.075
C -9.192 -1.387 22.183  -0.608
O -9.656 -0.265 22.341  0.120
O -8.185 -1.884 22.862  0.090
H -6.463 -4.048 23.841  0.083
H -6.343 -4.849 22.386  0.091
H -7.950 -4.780 23.222  0.084
H -6.586 -2.511 21.737  0.146
H -9.013 -4.201 21.308  0.118
H -8.214 -3.364 20.012  0.134
C -9.022 2.049 28.223  0.013
C -9.653 2.583 26.865  -0.352
C -11.044 2.998 26.775  -0.049
O -11.042 4.358 26.076  0.109
C -9.794 4.615 25.818  -0.485
O -9.379 5.525 25.005  0.061
O -8.946 3.746 26.510  0.058
H -8.321 1.302 27.849  0.075
H -9.729 1.613 28.929  0.075
H -8.380 2.778 28.719  0.082
H -9.635 1.863 26.047  0.151
H -11.444 2.889 27.783  0.127
H -11.687 2.291 26.252  0.135
C -12.671 4.572 20.250  -0.001
C -11.855 3.948 18.973  -0.284
C -12.725 3.373 17.821  -0.083
O -12.356 4.170 16.684  0.084
C -11.344 4.952 16.994  -0.493
O -10.626 5.468 16.130  0.120
O -11.142 5.012 18.389  0.057
H -13.278 3.743 20.614  0.072
H -13.252 5.472 20.049  0.066
H -11.938 4.983 20.944  0.071
H -11.293 3.074 19.302  0.141
H -13.800 3.403 17.998  0.126
H -12.566 2.296 17.759  0.126
C -6.693 2.225 33.911  -0.023
C -7.100 2.452 35.397  -0.290
C -8.154 1.508 35.790  -0.166
O -7.656 0.699 36.748  0.128
C -6.393 0.951 36.891  -0.604
O -5.663 0.339 37.657  0.135
O -6.038 1.895 36.084  0.123
H -7.478 2.509 33.210  0.083
H -6.494 1.176 33.692  0.087
H -5.725 2.585 33.562  0.085
H -7.323 3.516 35.475  0.160
H -8.529 0.949 34.932  0.136
H -9.097 1.836 36.228  0.145


3.
C20H31AuN2O2Sb | ωB97M-V/def2-TZVPD

Values from the calculation:
- Energy above the lowest of the compared OMol25 structures with the same formula, charge and spin: 0.0 kJ/mol
- LUMO: 2.86 eV
- Total charge: -1
- Frontier orbital gap: 7.2 eV
- E_HOMO: -4.34 eV

Last column: Löwdin charge in e.
CARTESIAN COORDINATES (ANGSTROEM)
Au -0.551 -0.021 0.232  0.817
C 1.815 -2.647 2.096  -0.027
C 1.691 -1.220 1.598  -0.565
O 0.425 -0.750 1.836  -0.368
C 2.558 -0.878 0.369  -0.130
C 2.156 -0.044 -0.806  -0.347
C 2.871 1.261 -1.022  -0.028
N 1.216 -0.489 -1.549  0.004
N 0.809 0.285 -2.620  0.042
C -0.406 0.733 -2.561  -0.500
O -1.260 0.687 -1.581  -0.271
C -0.892 1.466 -3.775  -0.142
C -0.176 1.440 -4.971  -0.040
C -0.637 2.131 -6.080  -0.103
C -1.819 2.859 -6.011  -0.118
C -2.536 2.889 -4.824  -0.097
C -2.076 2.195 -3.712  -0.029
H 1.531 -2.688 3.149  0.075
H 2.816 -3.064 1.981  0.057
H 1.114 -3.269 1.536  0.082
H 3.224 -1.694 0.100  0.134
H 2.555 2.002 -0.282  0.069
H 2.667 1.653 -2.016  0.065
H 3.945 1.110 -0.879  0.070
H 0.743 0.872 -5.006  0.100
H -0.073 2.102 -7.005  0.092
H -2.178 3.400 -6.879  0.089
H -3.457 3.455 -4.760  0.094
H -2.624 2.208 -2.780  0.101
C 4.851 1.043 2.347  -0.062
C 4.149 -0.314 2.495  -0.562
C 5.115 -1.386 1.991  -0.059
C 3.834 -0.555 3.974  -0.046
C 2.838 -0.240 1.712  -0.154
H 5.801 1.053 2.890  0.077
H 4.225 1.847 2.739  0.084
H 5.051 1.256 1.295  0.072
H 6.039 -1.351 2.575  0.079
H 5.374 -1.215 0.944  0.082
H 4.709 -2.393 2.080  0.065
H 4.738 -0.485 4.588  0.077
H 3.395 -1.543 4.118  0.073
H 3.114 0.182 4.335  0.091
H 2.393 0.752 1.782  0.141
C -1.570 5.234 1.868  -0.392
Sb -1.067 3.155 1.442  1.180
C -2.941 2.813 0.443  -0.369
C -0.014 3.709 -0.352  -0.354
H -1.954 5.718 0.969  -0.012
H -0.686 5.772 2.213  -0.019
H -2.328 5.285 2.651  -0.020
H -3.155 3.661 -0.209  -0.003
H -3.743 2.705 1.175  -0.011
H -2.868 1.901 -0.146  -0.039
H -0.635 4.410 -0.913  0.001
H 0.180 2.829 -0.962  -0.034
H 0.933 4.190 -0.101  -0.008


4.
C20H31B2IN5O14P | ωB97M-V/def2-TZVPD

Values from the calculation:
- LUMO: -3.06 eV
- Frontier orbital gap: 6.2 eV
- E_HOMO: -9.27 eV

Last column: Löwdin charge in e.
CARTESIAN COORDINATES (ANGSTROEM)
C -2.479 -3.085 -3.345  -0.155
N -1.833 -2.612 -2.038  -0.132
C -1.122 -1.308 -2.334  -0.197
C -0.095 -0.808 -1.138  0.010
C 1.301 -1.661 -0.972  0.099
C 1.597 -2.930 -1.997  -0.221
O 1.326 -4.163 -1.505  0.017
O 2.159 -2.813 -3.355  -0.088
C 1.276 -3.429 -4.370  -0.188
C 2.042 -4.457 -5.401  -0.114
C 1.070 -5.800 -5.516  -0.247
O 1.411 -6.448 -6.794  -0.148
C 2.326 -1.206 0.257  0.107
B 3.694 -2.127 0.418  -0.398
O 4.537 -2.598 -0.726  0.058
O 4.189 -2.529 1.775  0.018
C 1.958 0.095 1.240  0.017
C 2.977 0.549 2.486  -0.045
C 2.412 -0.110 3.910  -0.551
N 1.069 -0.790 3.627  0.027
N 3.326 -1.242 4.425  0.041
N 2.350 0.902 5.048  0.028
N 0.633 0.851 1.002  -0.109
P 0.288 2.234 2.071  0.847
O 1.292 3.410 1.622  -0.444
C -0.358 0.439 -0.108  -0.027
C -1.765 1.266 -0.260  -0.137
C -2.765 0.822 0.984  -0.324
C -3.556 -0.595 0.729  -0.563
I -2.363 -2.141 1.804  0.668
H -3.617 -2.738 -3.386  0.099
H -1.973 -2.651 -4.306  0.077
H -2.452 -4.269 -3.466  0.104
H -1.176 -3.380 -1.767  0.085
H -1.901 -0.502 -2.670  0.128
H -0.427 -1.504 -3.284  0.110
H 0.294 -3.903 -3.888  0.120
H 0.873 -2.531 -5.046  0.139
H 3.144 -4.703 -5.080  0.135
H 2.046 -3.957 -6.481  0.131
H 1.299 -6.537 -4.610  0.139
H -0.083 -5.532 -5.482  0.124
H 1.190 -7.437 -6.730  0.116
H 4.437 -1.993 -1.519  0.114
H 5.181 -2.299 1.795  0.133
H 4.066 0.138 2.361  0.117
H 3.089 1.735 2.556  0.131
H 0.890 -1.555 4.345  0.105
H 0.268 -0.133 3.757  0.040
H 2.976 -2.174 4.113  0.077
H 4.320 -1.069 4.158  0.077
H 2.718 0.400 5.909  0.089
H 1.329 1.056 5.279  0.068
H -1.038 2.783 1.962  0.028
H 0.547 2.009 3.470  0.040
H -1.517 2.432 -0.196  0.133
H -2.329 1.115 -1.273  0.120
H -3.491 1.747 1.171  0.111
H -2.175 0.690 2.010  0.060
H -4.593 -0.518 1.316  0.078
H -3.696 -0.847 -0.413  0.064
B -2.699 6.801 1.835  -0.916
O -3.468 5.568 1.642  0.270
C -2.733 4.568 2.149  -0.357
O -3.081 3.398 2.153  0.078
C -1.498 5.087 2.675  -0.365
O -0.613 4.435 3.204  0.060
O -1.451 6.415 2.501  0.274
O -2.427 7.456 0.551  0.239
C -2.971 8.680 0.617  -0.384
O -2.929 9.496 -0.290  0.150
C -3.596 8.869 1.899  -0.383
O -4.179 9.874 2.273  0.151
O -3.449 7.765 2.646  0.242


no.,E_tot (eV)
1,-56354.020
2,-51935.315
3,-38547.634
4,-76092.280